w.
{"formula": "C3H9NO2", "method": "ωB97M-V/def2-TZVPD", "elements": ["C", "C", "C", "H", "H", "H", "H", "H", "H", "H", "H", "H", "N", "O", "O"], "xyz": [[-0.59328, 1.35797, -0.15584], [-0.08082, 0.09032, -0.18938], [2.19221, -0.87020, -0.01544], [-3.07933, -1.85927, -0.17919], [-2.40292, -0.13247, 0.44225], [0.13942, 2.22633, 0.08562], [-1.21697, 1.57857, 0.77329], [-1.28963, 1.32338, -1.08976], [1.79755, 1.09783, 0.50120], [1.79689, -1.96895, -0.07959], [2.79984, -0.61356, -0.91632], [2.78265, -0.94094, 0.94224], [1.29714, 0.21110, -0.01033], [-3.52928, -0.51220, 0.04061], [-0.61347, -0.98791, -0.14935]], "nbo_charge": [-0.74, 0.64, -0.44, 0.45, 0.47, 0.24, 0.25, 0.28, 0.40, 0.24, 0.20, 0.20, -0.64, -0.95, -0.61], "gap_ha": 0.3694, "e_lumo_ev": 0.35}

---

x.
{"formula": "C3H9NO2", "method": "ωB97M-V/def2-TZVPD", "elements": ["C", "N", "C", "O", "C", "O", "H", "H", "H", "H", "H", "H", "H", "H", "H"], "xyz": [[-0.52181, 1.21126, -1.18644], [0.24525, 0.45472, -0.22023], [1.57553, 0.14366, -0.69519], [-0.55083, -0.83746, 0.12522], [-0.95118, -0.71107, 1.44223], [-0.99440, -1.94710, 2.07249], [-0.59516, 0.69457, -2.15177], [-0.03818, 2.17698, -1.33952], [-1.52610, 1.36202, -0.79473], [1.55641, -0.43301, -1.62889], [2.11291, 1.07690, -0.86998], [2.09675, -0.42902, 0.07015], [-1.94459, -0.24888, 1.54351], [-0.18831, -0.02295, 1.90969], [-0.27629, -2.49063, 1.72343]], "nbo_charge": [-0.43, -0.16, -0.43, -0.45, 0.23, -0.71, 0.17, 0.21, 0.21, 0.18, 0.21, 0.21, 0.14, 0.14, 0.47], "gap_ha": 0.3768, "smiles": "CN(C)OCO", "e_lumo_ev": 0.93}

---

y.
{"formula": "C3H9NO2", "method": "ωB97M-V/def2-TZVPD", "elements": ["C", "C", "C", "N", "O", "O", "H", "H", "H", "H", "H", "H", "H", "H", "H"], "xyz": [[0.51339, -0.81800, -0.27429], [1.41598, 0.38260, 0.24571], [-2.92846, 0.53660, -0.00433], [2.82737, 0.11520, 0.24498], [-0.77727, -0.38316, -0.20150], [-1.96221, 1.31410, 0.35914], [3.09304, -0.64017, 0.86374], [3.20317, -0.05469, -0.67912], [0.83997, -1.04523, -1.30123], [0.72003, -1.68185, 0.37684], [1.19625, 1.24087, -0.38775], [1.07902, 0.61775, 1.25434], [-2.22056, -0.48692, -0.34227], [-3.43793, 0.78277, -0.95033], [-3.56179, 0.12013, 0.79608]], "nbo_charge": [-0.08, -0.20, -0.20, -0.82, -0.56, -0.31, 0.36, 0.36, 0.15, 0.15, 0.20, 0.20, 0.39, 0.18, 0.18], "gap_ha": [0.2668, 0.2675], "e_lumo_ev": [-1.85, -1.83]}

---

Which structure is the most stable? The one labeled x.

---

w.
{"formula": "CH10O4", "method": "ωB97M-V/def2-TZVPD", "elements": ["C", "O", "H", "H", "H", "H", "O", "H", "H", "O", "H", "H", "O", "H", "H"], "xyz": [[2.68929, -2.47121, -0.61280], [1.40670, -1.78184, -0.52517], [3.44933, -1.93672, -1.18268], [3.02054, -2.79615, 0.37350], [2.42802, -3.31200, -1.25539], [1.57080, -0.85472, -0.33780], [-2.13852, 2.06265, -0.26044], [-2.65341, 2.86167, -0.37312], [-2.67072, 1.37563, -0.66168], [-3.14696, 0.35998, 1.72860], [-2.57433, 1.02619, 1.34850], [-3.06690, 0.48581, 2.67411], [0.92274, 1.53828, -0.21812], [0.63008, 1.97947, -1.01557], [0.13335, 1.46298, 0.31799]], "nbo_charge": [-0.26, -0.74, 0.17, 0.17, 0.18, 0.48, -0.96, 0.48, 0.49, -0.96, 0.48, 0.47, -0.95, 0.47, 0.48], "gap_ha": 0.3836, "smiles": "CO.O.O.O", "e_lumo_ev": 0.37}

---

x.
{"formula": "CH10O4", "method": "ωB97M-V/def2-TZVPD", "elements": ["C", "O", "H", "H", "H", "H", "O", "H", "H", "O", "H", "H", "O", "H", "H"], "xyz": [[1.57735, -0.99810, -0.33890], [0.46211, -1.05129, -1.22085], [1.70302, -1.92705, 0.22025], [1.46599, -0.19196, 0.37842], [2.52554, -0.88405, -0.87050], [0.70344, -1.55094, -2.00418], [-1.45901, 1.59805, 1.63855], [-1.19428, 2.52071, 1.55020], [-1.61123, 1.33913, 0.72155], [-0.86277, -1.44219, 1.39216], [-0.83350, -1.17232, 0.46891], [-1.21613, -0.70411, 1.90034], [-0.41237, 1.75722, -1.01248], [-0.81881, 1.83552, -1.87895], [-0.02938, 0.87138, -0.94451]], "nbo_charge": [-0.26, -0.76, 0.19, 0.20, 0.17, 0.49, -0.96, 0.48, 0.48, -0.96, 0.47, 0.49, -0.97, 0.48, 0.49], "gap_ha": 0.4146, "smiles": "CO.O.O.O", "e_lumo_ev": 0.39}

---

Which structure is the most stable? The one labeled x.

---

w.
{"formula": "CH5OPS", "method": "ωB97M-V/def2-TZVPD", "elements": ["C", "O", "P", "S", "H", "H", "H", "H", "H"], "xyz": [[0.07402, 0.59317, 0.87177], [-0.94692, -1.79808, 0.30257], [-1.06644, -0.20318, -0.32012], [-2.76798, 0.65681, 0.14026], [0.20311, 1.69522, 0.74784], [-0.36978, 0.24624, 1.80130], [1.17181, 0.31607, 0.79006], [-1.72464, -2.30426, -0.04352], [0.06577, -0.55454, -3.53919]], "nbo_charge": [-0.98, -0.97, 1.08, -0.38, 0.26, 0.25, 0.24, 0.50, 0.00], "gap_ha": [0.2687, 0.3340], "e_lumo_ev": [-2.12, 0.28]}

---

x.
{"formula": "CH5OPS", "method": "ωB97M-V/def2-TZVPD", "elements": ["C", "P", "O", "S", "H", "H", "H", "H", "H"], "xyz": [[-0.53814, -0.74039, 0.17097], [1.03481, 0.23648, -0.32968], [0.90332, 1.75103, 0.19549], [2.74387, -0.44499, 0.33441], [-0.35350, -1.14565, 1.08553], [-1.36124, -0.03497, 0.20604], [-0.53266, -1.51079, -0.73371], [1.08038, 0.44296, -1.69272], [1.74384, 2.19596, 0.27404]], "nbo_charge": [-0.89, 1.35, -1.00, -0.63, 0.24, 0.25, 0.25, -0.07, 0.52], "gap_ha": 0.3524, "smiles": "C[P@@H](O)=S", "e_lumo_ev": 0.79}

---

y.
{"formula": "CH5OPS", "method": "ωB97M-V/def2-TZVPD", "elements": ["C", "O", "P", "S", "H", "H", "H", "H", "H"], "xyz": [[-1.20851, -0.13177, 0.40350], [2.97952, -0.94316, 0.57576], [2.56807, 0.41294, -0.18199], [-0.37176, -1.10248, -0.88819], [-0.51053, 0.73872, 0.77601], [-1.41082, -0.76492, 1.23481], [-2.09628, 0.24682, 0.04806], [3.76505, -1.41155, 0.21607], [1.28160, 0.63439, 0.47327]], "nbo_charge": [-0.76, -0.98, 0.68, 0.00, 0.22, 0.21, 0.21, 0.51, -0.10], "gap_ha": [0.3034, 0.2305], "e_lumo_ev": [-0.61, -1.68]}

---

z.
{"formula": "CH5OPS", "method": "ωB97M-V/def2-TZVPD", "elements": ["C", "P", "S", "H", "H", "H", "O", "H", "H"], "xyz": [[1.36741, -1.89577, 0.66121], [-0.11082, -1.23797, -0.13943], [-1.54536, -2.29466, 0.62636], [1.14580, -2.69962, 1.33734], [2.01832, -1.15795, 1.25257], [2.15009, -2.25593, -0.04543], [-0.92838, 0.47747, 2.31496], [-1.38579, 0.80866, 3.00081], [-0.55636, -0.34505, 2.62272]], "nbo_charge": [-1.07, 0.72, -0.41, 0.24, 0.26, 0.26, -0.93, 0.46, 0.47], "gap_ha": 0.2834, "smiles": "CP=S.O", "e_lumo_ev": -1.00}

---

Which structure is the most stable? The one labeled x.

---

w.
{"formula": "C3H8FN2", "method": "ωB97M-V/def2-TZVPD", "elements": ["C", "C", "C", "N", "N", "F", "H", "H", "H", "H", "H", "H", "H", "H"], "xyz": [[2.15163, 0.34843, -0.11787], [-2.45963, -0.75170, 0.25409], [-0.86868, 0.95248, -0.32208], [3.48881, 0.45161, 0.09655], [-1.20337, -0.28129, -0.28084], [1.73431, -0.94795, -0.11133], [-3.01344, -1.53910, -0.46620], [-2.29997, -1.26485, 1.14602], [-3.21923, 0.01935, 0.48832], [-1.38211, 1.52714, 0.39064], [-0.10652, 1.33259, -0.96693], [4.06881, -0.26539, 0.54313], [-0.70155, -1.01033, -0.85224], [3.81093, 1.42900, 0.19877]], "nbo_charge": [0.37, -0.46, 0.15, -0.80, -0.40, -0.38, 0.26, 0.24, 0.25, 0.21, 0.26, 0.42, 0.46, 0.43], "gap_ha": 0.3178, "charge": 1, "e_lumo_ev": -4.84}

---

x.
{"formula": "C3H8FN2", "method": "ωB97M-V/def2-TZVPD", "elements": ["C", "C", "C", "N", "N", "F", "H", "H", "H", "H", "H", "H", "H", "H"], "xyz": [[0.16128, -0.22468, 0.30866], [2.60106, 0.29941, -0.05713], [-1.96332, -0.65784, 0.06577], [1.27105, -0.29560, -0.38453], [-2.60089, 0.49142, -0.06814], [0.16526, 0.53867, 1.39302], [2.89142, 1.11767, -0.66622], [3.34922, -0.53584, -0.31006], [2.53848, 0.54443, 1.01246], [-1.81101, -1.26620, -0.82673], [-1.83837, -0.94686, 1.00645], [1.12460, -0.85270, -1.23912], [-2.87423, 1.14598, 0.73783], [-3.01453, 0.64213, -0.97225]], "nbo_charge": [0.54, -0.44, 0.04, -0.55, -0.72, -0.32, 0.24, 0.24, 0.24, 0.24, 0.21, 0.43, 0.44, 0.42], "gap_ha": 0.3904, "charge": 1, "e_lumo_ev": -3.45}

---

y.
{"formula": "C3H8FN2", "method": "ωB97M-V/def2-TZVPD", "elements": ["C", "C", "C", "N", "N", "F", "H", "H", "H", "H", "H", "H", "H", "H"], "xyz": [[-0.30018, 0.25018, -0.48064], [0.17491, 0.55503, -1.83294], [0.50369, -0.87850, 1.64243], [-1.55231, 0.49935, -0.11694], [0.57601, -0.36321, 0.33401], [-0.57343, -0.59265, 2.33200], [1.10508, -0.03878, -2.07469], [0.59044, 1.49763, -2.07117], [-0.63833, 0.36602, -2.39332], [0.91644, -1.89323, 1.83199], [1.78740, 0.05460, 3.01635], [-2.11398, 0.68579, -0.92541], [-2.03305, 0.31979, 0.74145], [1.55731, -0.46202, -0.00312]], "nbo_charge": [0.57, -0.68, 0.35, -0.70, -0.58, -0.31, 0.26, 0.29, 0.24, 0.22, 0.02, 0.42, 0.45, 0.45], "gap_ha": [0.3137, 0.3333], "charge": 1, "e_lumo_ev": [-4.51, -4.87]}

---

Which structure is the most stable? The one labeled x.

---

w.
{"formula": "C6H10O", "method": "ωB97M-V/def2-TZVPD", "elements": ["C", "C", "C", "C", "C", "C", "H", "H", "H", "H", "H", "H", "H", "H", "O", "H", "H"], "xyz": [[-0.51919, -1.31903, 1.55419], [-0.05117, -1.59860, 0.30579], [-0.09359, -0.71283, -0.87031], [0.29803, -1.22170, -2.04216], [-0.42146, 0.70284, -0.55601], [-1.40219, 1.35941, -1.16746], [-1.31699, -1.89620, 2.00763], [-0.14697, -0.42882, 2.05165], [0.38026, -2.56358, 0.03269], [0.37816, -0.57319, -2.90299], [0.58795, -2.26235, -2.06389], [0.36824, 1.18280, 0.01600], [-1.90970, 2.20180, -0.73406], [-1.81522, 0.97767, -2.09583], [1.84356, 1.79099, 2.47196], [1.28109, 2.52670, 2.18701], [2.53919, 1.83411, 1.80579]], "nbo_charge": [-0.40, -0.18, -0.08, -0.38, -0.21, -0.37, 0.21, 0.21, 0.19, 0.20, 0.20, 0.21, 0.20, 0.19, -0.93, 0.47, 0.47], "gap_ha": 0.3009, "smiles": "C=CC(=C)C=C.O", "e_lumo_ev": 0.32}

---

x.
{"formula": "C6H10O", "method": "ωB97M-V/def2-TZVPD", "elements": ["C", "C", "O", "C", "C", "C", "C", "H", "H", "H", "H", "H", "H", "H", "H", "H", "H"], "xyz": [[-2.03457, -0.36303, 0.22664], [-0.77587, -0.08256, -0.56920], [-0.42328, 1.34470, -0.44267], [0.64990, 1.39018, 0.37540], [1.31994, 0.23202, 0.50661], [1.00003, -0.99070, 1.27785], [0.48313, -0.82034, -0.14347], [-2.84269, 0.32022, -0.04610], [-1.84762, -0.26883, 1.30082], [-2.36375, -1.38795, 0.02735], [-0.95620, -0.24591, -1.63336], [0.82356, 2.36460, 0.82031], [0.33109, -0.87468, 2.12866], [1.75804, -1.75825, 1.41699], [0.95810, -1.45903, -0.88707], [1.82200, 1.45527, -2.48692], [2.09822, 1.14432, -1.87184]], "nbo_charge": [-0.63, 0.09, -0.49, 0.21, -0.21, -0.38, -0.29, 0.22, 0.21, 0.22, 0.20, 0.20, 0.21, 0.22, 0.22, -0.01, 0.00], "gap_ha": 0.3333, "smiles": "C[C@H]1OC=C2C[C@H]21.[H][H]", "e_lumo_ev": 0.94}

---

Which structure is the most stable? The one labeled x.

---

w.
{"formula": "C6H10O", "method": "ωB97M-V/def2-TZVPD", "elements": ["C", "C", "C", "C", "C", "C", "O", "H", "H", "H", "H", "H", "H", "H", "H", "H", "H"], "xyz": [[-0.31581, 0.94563, 1.27388], [-0.92025, 0.34945, 0.23058], [-2.38171, 0.12275, 0.05167], [0.02728, -0.12849, -0.80723], [1.24073, -0.96002, -0.31429], [2.57035, -0.26212, -0.37252], [2.69957, 0.92221, -0.56422], [0.70221, 1.33739, 1.23579], [-0.84398, 1.03655, 2.20086], [-2.97994, 1.02160, 0.21692], [-2.62284, -0.62274, 0.80515], [-2.61836, -0.29686, -0.93274], [-0.21119, 1.00291, -0.89732], [-0.26924, -0.38533, -1.81251], [1.35964, -1.92405, -0.85521], [1.10378, -1.24746, 0.74935], [3.45974, -0.91141, -0.20817]], "nbo_charge": [-0.50, 0.01, -0.65, -0.50, -0.52, 0.44, -0.53, 0.22, 0.20, 0.23, 0.24, 0.22, 0.33, 0.22, 0.23, 0.25, 0.10], "gap_ha": 0.3346, "smiles": "C=C(C)CCC=O", "e_lumo_ev": 0.99}

---

x.
{"formula": "C6H10O", "method": "ωB97M-V/def2-TZVPD", "elements": ["C", "C", "C", "C", "C", "C", "O", "H", "H", "H", "H", "H", "H", "H", "H", "H", "H"], "xyz": [[1.11061, -0.81604, -2.70886], [0.69822, -0.60684, -1.27539], [-0.48535, -1.07012, -0.89346], [-0.96900, -0.61608, 0.42583], [-0.18810, 0.22977, 1.05181], [-0.55802, 0.83055, 2.32782], [-0.51265, 2.23064, 2.20725], [1.28228, 0.25579, -3.07107], [0.46426, -1.39713, -3.51707], [2.15165, -1.27127, -2.74294], [1.46437, -0.10764, -0.78076], [-1.22493, -1.46390, -1.60623], [-1.91715, -0.95791, 0.83107], [0.64672, 0.92749, 0.60694], [0.09712, 0.59140, 3.26300], [-1.46854, 0.48063, 2.83537], [-0.59149, 2.76066, 3.04669]], "nbo_charge": [-0.64, -0.15, -0.25, -0.20, -0.21, -0.09, -0.74, 0.21, 0.22, 0.21, 0.20, 0.21, 0.21, 0.21, 0.15, 0.17, 0.48], "gap_ha": 0.3370, "smiles": "C/C=C/C=C/CO", "e_lumo_ev": 0.82}

---

Which structure is the most stable? The one labeled x.